Formula: C87H199N13O13
Source: OMol25
Level of theory: ωB97M-V with the def2-TZVPD basis set

Values from the calculation:
energy relative to the best compared isomer or geometry (same formula, charge and spin): 269.95 kJ/mol
E: -139420.5450 eV
lowest unoccupied orbital energy: 0.321 eV
gap between HOMO and LUMO: 8.67 eV

```
312
Properties=species:S:1:pos:R:3:forces:R:3
O 2.7212 3.0725 -6.2356 1.2152 2.0093 0.3972
O 0.1719 4.4194 4.6003 -0.1610 -1.5619 0.2150
O 2.7455 -5.0221 -4.7207 -0.6345 -0.2586 0.1731
O 5.6939 3.3982 4.4678 0.3886 0.1610 -0.2057
O -0.0732 -0.2512 -8.1765 0.4040 -0.9301 -1.3024
O -4.4432 -2.2604 1.5823 0.2375 -0.3590 0.4041
O -6.6851 -1.0047 2.8113 -0.3884 -0.0577 0.0230
O -4.0219 2.7676 -0.6517 1.7524 1.0427 1.8216
O 8.2019 0.2781 -4.2437 -0.0177 -0.1347 0.4566
O -1.7232 -6.1755 0.7315 0.2247 0.7027 -0.7648
O -1.4167 1.5265 -1.0760 1.1579 -0.9434 -0.4143
O -0.8903 4.5844 -1.2626 0.3580 1.5095 0.0054
O -1.3152 -2.4651 4.6870 0.0374 -0.1587 0.5715
N -1.7551 -6.9201 -0.5011 1.5412 -1.4703 0.9163
N -1.0559 -1.4187 -10.7648 0.7648 -0.1586 -0.2399
N -0.7322 5.9196 -0.6841 0.8875 -1.2884 1.6695
N -0.0641 -2.6429 5.4524 -0.6918 0.2036 -1.0898
N 5.8926 2.3415 3.4694 0.5106 1.0775 -0.0095
N -6.9442 0.3970 2.8558 -1.2060 -0.2468 0.1689
N -1.4279 5.9546 7.4085 0.6935 0.8407 -0.3593
N -0.5139 -3.4671 -5.6806 1.6887 0.4462 -0.4647
N 7.0732 0.5514 -3.4126 0.5713 -0.0368 -0.4368
N -4.5692 -4.9838 1.0890 -0.6757 -1.0115 -0.8362
N -0.8452 0.2418 -0.7131 -0.6107 0.1155 0.4545
N 1.6661 4.9380 -3.2033 0.1656 1.0424 0.7690
N -4.6463 1.7327 -4.1004 0.3515 -1.5559 -1.8589
C 6.2885 0.9216 5.5429 -1.0275 -0.4966 0.3489
C 1.4611 1.2951 -0.3695 0.6070 0.5871 -2.3149
C -3.9084 -3.1639 2.5186 -2.0030 -2.0749 0.1665
C -1.2229 8.1805 0.8947 -0.2010 0.7809 1.3084
C -0.0098 0.0098 -3.0138 1.2699 0.1697 -0.4013
C 1.4650 -4.5034 -4.3834 -0.8346 0.5982 -0.3830
C -0.2270 1.2478 1.4072 -0.3086 -1.9568 -1.4427
C 2.7889 4.1463 -5.2516 -3.7302 -0.8435 -0.8676
C 4.0447 3.2275 2.0887 0.2462 -0.2023 0.3744
C 6.1442 -0.6090 -3.4417 -1.3764 1.0500 -0.4047
C 0.2150 0.3410 -9.4539 -1.8870 -1.0096 0.2880
C 0.1857 -8.3206 0.6276 0.4313 1.4539 -1.5334
C 8.3236 0.2744 -1.2250 0.8429 -0.7442 -0.2635
C 2.3611 -2.8037 4.9341 0.2075 0.5195 1.2058
C -1.2181 -9.1721 -1.3013 -0.5315 -1.2756 0.4890
C -0.0561 0.5476 -7.0632 -0.0882 1.5342 1.5679
C 1.5831 -2.2400 -5.5208 2.0254 -0.6839 0.1842
C -8.6499 2.4303 3.7380 -0.4559 0.9262 0.9712
C 0.2989 0.4884 0.1383 0.5221 -0.4299 1.1788
C -3.2310 6.4631 -0.6798 -1.1200 -0.1028 -0.4859
C 1.1524 -1.7973 -0.6918 1.6387 -0.4380 -0.6063
C 0.9913 -3.6256 -5.5490 -0.5832 0.2936 -0.0863
C -1.4361 5.0174 1.5462 -1.8784 -0.9081 1.3193
C -0.5764 6.0024 6.1924 0.0585 0.0947 1.2436
C -2.1608 -8.8363 0.9666 -1.8867 -0.5137 -0.4762
C 5.2768 -0.3508 2.6362 0.7751 -1.1363 0.7078
C 6.6783 1.2511 4.1089 0.4464 -0.5319 -0.5065
C 2.3588 -4.1964 5.5315 -0.0866 0.4217 1.5150
C -5.4876 0.6433 4.7711 -0.3123 -2.5597 -1.2493
C -6.9427 0.6893 4.3213 0.1853 2.0432 -0.2815
C 0.3839 3.0182 4.2934 1.1783 0.7682 2.4380
C -1.1463 -3.7149 7.2395 -0.1400 -0.6123 2.8612
C -9.3470 -0.3814 2.4581 -0.0326 -0.4529 0.4609
C -1.1910 -8.2948 -0.0176 -0.5005 -0.0782 -2.4479
C 6.1354 1.6765 -1.5298 1.1967 -1.5123 0.2814
C 0.9073 -0.8901 0.5215 0.5626 0.0465 0.1069
C -0.4605 -8.6250 -2.4782 0.6329 1.2948 0.6513
C -4.6923 2.6821 0.6191 0.9322 0.7497 0.7797
C -0.1906 7.1281 1.3524 0.0347 1.8496 -0.4557
C 3.4742 2.0095 -5.7560 -0.1214 -0.7657 0.8192
C -3.4925 -1.2608 1.4865 1.3238 1.6561 -0.9054
C -8.6468 2.1114 2.2814 -0.2848 -0.6131 0.1175
C 0.2766 -0.8497 -10.4584 -1.3893 0.0497 0.0619
C 6.6129 -1.9381 -2.8833 -0.1058 -1.0670 0.1507
C -7.7853 -0.1486 5.2482 0.0322 -1.3234 -1.2620
C -0.5325 -5.2014 5.3813 -1.2775 0.2096 0.5719
C 5.1602 0.5450 -1.2901 -0.9534 -0.3420 -1.4447
C 4.5976 0.8053 2.0339 -0.1553 1.3845 -0.5358
C -0.1402 -1.9869 -1.4682 0.5214 1.1548 0.1668
C 0.9537 -2.4627 4.4050 1.7062 -0.4115 0.3062
C -0.3784 5.7576 0.8023 -0.3268 -0.1794 -2.5183
C -0.1428 -3.9390 6.1625 1.2085 0.6242 -1.1729
C -3.9062 2.4744 -3.1380 2.3059 1.3513 1.4599
C -8.2631 0.6440 2.0695 0.9731 -0.5713 -0.5946
C -0.7141 -0.6396 -1.8601 -1.7504 -0.6196 -1.5657
C 4.5439 2.0629 2.9265 -0.0832 -1.6171 0.7408
C -1.6230 6.9420 -2.5416 -1.9110 1.0797 -1.2744
C -4.7265 -4.4810 2.4322 -0.6758 1.1407 -0.4321
C 1.0439 -1.0438 3.9969 -1.4084 1.1061 -1.5091
C 0.9343 5.0019 0.8702 -0.0258 0.6707 0.6264
C -7.3485 2.1656 4.4519 -0.1537 0.4381 0.8565
C 1.3047 -4.2070 6.6988 -0.8173 -0.6695 -0.3762
C 0.6291 6.8709 6.5985 -0.5829 -0.1283 -0.5518
C -2.1253 -0.9830 -2.4584 -1.0925 1.8812 -0.5349
C -3.9308 3.9873 -3.5263 -0.2687 -0.6652 1.0155
C -0.2438 4.5343 5.9916 1.3168 1.3064 -2.7894
C -4.5505 2.1927 -1.7888 -2.4024 -0.6577 -0.0733
C 0.3084 3.8527 -4.9891 0.8390 -1.1550 0.0984
C 0.8028 -0.3428 -11.7778 -0.9728 1.2700 -0.1088
C -4.2462 -5.5054 3.3793 1.9798 -0.4485 0.1608
C 6.6729 0.0152 3.1360 -0.3561 0.9722 0.5006
C 8.1263 1.7471 4.1766 -0.4584 1.6850 -0.5844
C -1.4830 8.2498 -0.5824 -0.0852 -0.5188 0.3860
C 1.6586 3.8650 -4.1640 -0.8119 0.0948 -0.5598
C -0.9773 -6.1919 -1.6506 1.0919 -1.6126 3.0161
C 3.6077 1.7306 4.1059 -0.6833 0.3078 -0.1815
C 3.2334 -5.8728 -3.6943 -1.0944 0.7166 1.2606
C -0.9254 -7.1822 -2.7567 -0.1444 -1.3239 -0.4354
C 0.4148 -5.7004 -1.2325 -0.6747 2.0099 0.8684
C 7.4889 1.1829 -2.1454 -0.1852 0.0354 -0.1936
C -1.8942 -5.0785 -1.9880 0.3849 1.3683 -0.0323
C 4.8299 -0.1091 -2.6882 1.6554 0.8140 0.8392
C -7.9017 0.4666 0.5838 0.1482 -0.6036 -0.8926
C 0.7107 -3.2646 3.1465 0.6294 -0.1882 -0.8887
C -1.7929 6.8487 -1.0668 -0.4329 -0.8743 -0.4616
C 8.3766 2.4456 -2.3964 -2.0021 -0.1750 1.2809
C 5.7277 -0.7749 -4.9315 -0.1948 -0.1391 -0.4330
H -2.0373 6.1128 -3.0664 0.1109 -0.9200 -0.3989
H 0.2982 -9.0629 1.4006 -0.0115 -0.2302 0.1336
H -0.8776 -10.2059 -1.0422 -0.0071 0.7178 -0.0857
H -0.8756 -2.4134 -0.7898 0.0317 -0.4526 0.1208
H 0.9285 2.9601 3.3808 0.6087 0.0340 -0.5127
H 5.1294 1.0937 1.1398 0.1413 0.1039 -0.4546
H 3.1634 2.9532 1.5364 -0.3382 -0.3859 -0.3789
H -4.0786 3.2315 1.4099 -0.3947 -0.5423 -1.3796
H 2.0387 1.7061 0.4277 0.3218 0.1338 0.7590
H -9.6894 -0.1679 3.4864 0.0536 -0.3546 -0.5403
H 1.0795 0.1203 -2.8520 -0.4334 0.3029 0.1714
H -2.3600 5.5979 1.7712 0.3616 -0.2612 -0.8174
H -2.4200 8.8044 -0.8127 0.8867 0.1586 0.1358
H 0.9160 4.8541 -2.4849 0.6913 0.3247 -0.9988
H 4.6978 -0.6449 3.5009 -0.2598 -0.6753 0.1970
H -0.0598 -2.6126 -2.3731 0.0414 0.2227 0.4160
H 0.9167 1.1138 -6.9237 -1.1183 -0.0855 -0.4827
H 0.6780 -5.2730 -4.2481 0.6797 -0.1086 0.0689
H 1.4351 -4.1501 -6.3881 -0.1730 -0.0921 -0.6236
H 5.2669 0.1718 -5.2264 0.5780 0.0114 -0.3184
H -3.1521 -5.5581 3.1241 -0.7092 -0.6528 0.6341
H -5.6615 3.1716 0.6547 -0.3056 0.1064 -0.5511
H -4.8261 1.6896 1.0534 0.0651 -0.3935 -0.5752
H -2.8808 -3.3477 2.2792 0.7958 -0.3908 -0.1213
H 0.7944 7.5820 1.1137 -0.2583 -0.7098 0.0341
H 0.3571 3.0768 -5.7536 0.2724 0.1928 -0.3579
H -4.9761 -5.9356 1.1256 0.2212 0.7472 -0.6701
H 8.9762 -0.4422 -1.8197 -0.6653 0.8746 0.6847
H 0.8700 -1.0759 -12.5873 0.2650 0.0823 0.4094
H 8.5248 1.8363 3.1521 -0.1114 0.3120 0.3920
H 0.5881 -8.6538 -2.2259 0.6790 0.1140 -0.0940
H 0.3256 -7.3148 1.0028 0.3367 0.0488 0.6523
H 6.3853 2.0475 -0.5528 0.0405 1.0840 0.3619
H -6.0106 -1.1106 2.1484 0.6212 -0.2845 -0.4209
H -7.9625 2.7849 1.7472 -0.1686 -0.2375 -0.0550
H 0.9414 2.5138 5.1845 -0.5381 0.8055 -1.6205
H -0.5092 2.4517 4.1801 -1.2490 -0.2212 -0.1120
H -2.8452 2.1132 -3.0231 -0.6493 0.5568 -0.4400
H -5.1729 -0.4256 4.7198 0.0030 0.5363 -0.0616
H -4.7022 2.3283 -4.9113 -0.4900 0.1358 -0.3327
H -1.8983 -4.3183 -1.1956 0.0239 -0.1631 -0.1403
H -0.5737 2.2287 1.0789 0.0862 -0.1354 0.4890
H 7.1933 -0.7886 3.6672 -0.1581 -0.0591 -0.2488
H 0.1855 -1.3981 1.1417 -0.1875 -0.2114 0.5042
H 4.1505 -0.9013 -2.5212 -0.6469 -1.2388 -0.0549
H -3.9407 -0.4427 0.9245 0.0627 0.2315 0.0550
H -2.1920 8.0148 1.3763 0.0671 -0.2024 0.1408
H -0.2557 7.0038 2.4200 0.1680 0.2874 0.6329
H 1.5299 6.7189 5.9989 -0.3387 0.2818 -0.3976
H -1.5718 -4.5819 -2.9173 -0.3813 -0.1456 0.1117
H -0.5909 -2.9567 -6.5805 -0.2819 -0.1989 0.8010
H -0.6205 1.0803 -9.6965 0.9441 -0.8449 -0.0295
H 5.5611 -0.2260 -0.6224 -0.0223 0.1604 0.0282
H 0.2390 -5.5346 4.7415 0.7645 -0.5371 -0.4802
H -0.1001 -0.0730 -6.1550 -0.1727 -0.1272 -0.4430
H 1.6733 0.2765 -11.6159 0.6922 -0.2772 -0.3126
H 4.1602 -6.3315 -4.0307 -0.1565 -0.1111 -0.0496
H 1.8171 2.9210 -3.5461 -0.0731 0.8320 -1.1874
H -1.1603 4.7734 2.5668 0.8262 0.0090 0.2433
H 0.3739 -5.2997 -0.1980 -0.1355 -0.2013 -0.4327
H 1.1446 0.8539 -9.4699 1.0388 0.6259 0.3636
H -9.4226 1.8022 4.2227 0.0365 0.7306 -0.1199
H -0.5026 0.9891 -3.1268 0.5143 -0.2973 -0.5715
H 0.2410 7.9149 6.5536 0.8772 -0.5043 0.3005
H 6.9303 0.1529 6.0005 -0.0833 0.3329 -0.2816
H -3.6038 6.9974 0.1795 0.1830 0.1933 0.6139
H 3.3399 -4.5419 5.9168 -0.4444 0.3579 -0.2436
H 1.5019 -3.9131 -3.4578 0.1921 -0.0767 0.0321
H 3.5717 0.5334 1.7349 0.2453 0.2602 0.0842
H 1.4389 -2.8189 -0.4341 0.1688 0.0078 0.7793
H 6.0158 -2.7524 -3.3791 0.0991 0.7311 0.8328
H -10.2539 -0.3511 1.8182 0.7025 0.1312 0.1064
H 6.3010 4.1566 4.3099 -0.4166 -1.1225 -0.5176
H -0.9200 -4.4951 8.0067 -0.1372 0.5497 -0.1244
H -2.5329 -0.0502 -2.9924 0.3945 -1.0633 0.9806
H 0.6227 -4.8233 -1.8507 0.0627 0.0182 0.0302
H -1.1632 -2.7224 7.8076 0.2275 -1.2070 -1.2025
H 1.5732 5.3463 0.0584 0.1786 -0.0468 0.0725
H -1.5318 6.9244 7.7138 -0.4730 -0.4198 0.1267
H 1.8946 -0.9974 3.2974 -0.4200 0.5251 0.2217
H 2.7745 1.4369 -5.1543 0.2737 -0.6188 0.7078
H -5.3530 0.8954 5.8047 0.2228 0.9458 0.2603
H 1.0703 -0.2515 4.7309 0.5036 -0.2037 0.7434
H -3.2027 -8.8210 0.5809 0.5380 0.0820 0.1486
H 1.8724 -0.7324 1.1108 -1.3196 -0.1552 -0.7045
H -0.4321 -6.7714 -3.6268 0.0896 0.1487 -0.2219
H -1.1263 3.9330 6.0962 -0.3303 -0.5845 0.6232
H 5.6794 2.3654 -2.2321 0.0979 0.5354 0.2236
H -1.5587 -1.6121 -9.9371 -0.3931 -0.4880 1.2437
H 2.4172 -6.6421 -3.4231 1.4085 0.9063 -0.2523
H 3.6868 3.9725 2.7666 0.1385 1.0084 0.2880
H -5.5715 2.5911 -1.8864 -0.2913 -0.5116 -0.1042
H -6.5805 2.8763 4.0932 -0.0482 -0.5355 -0.0382
H -4.9931 4.2990 -3.6610 0.7435 -0.1101 -0.1073
H -1.9645 -9.8401 1.3017 0.3995 -0.6638 -0.3403
H 1.5326 -1.6980 -6.4440 -0.8553 0.4265 -0.4798
H 3.9587 0.8388 4.6677 -0.7306 0.6238 -0.7845
H 3.4574 -5.2001 -2.7893 -0.2797 -1.1958 -0.8478
H 7.2646 0.3261 2.2814 0.2910 -0.1098 -0.2549
H 4.2327 0.9657 -0.8156 0.7965 -0.5603 -0.5204
H -0.0487 -0.6532 -3.8901 -0.5643 0.5793 0.0916
H 2.0839 -4.8602 4.7064 0.0372 -0.2565 0.5097
H 0.2402 4.8289 -5.4660 -0.2968 0.0397 -0.0346
H -1.0234 0.6039 1.8419 0.2633 0.7324 -0.0777
H -4.3388 -5.0560 4.3626 -0.0079 -0.5269 0.4826
H -8.8404 0.0357 5.2248 -0.5380 0.0844 -0.2236
H -8.7641 0.6107 -0.0992 0.1790 0.0992 0.6314
H -2.5492 -1.5334 0.9366 -0.8034 -0.2111 0.3063
H 0.6320 1.2350 2.0408 0.3189 0.5248 0.8857
H -0.9109 -4.3652 -5.8777 -0.3433 -0.6663 -0.0185
H -1.6933 4.0082 1.1430 0.0122 0.8921 -0.1663
H -2.1241 -8.2769 1.8517 -0.1002 1.0843 1.2857
H 0.7282 3.9439 0.7493 0.4096 -0.1928 0.2592
H -0.9037 9.1571 1.2969 -0.0262 -0.2388 -0.1844
H -7.1311 1.1723 0.2476 -0.1364 -0.0294 0.2932
H 7.7336 3.1425 -2.9500 0.6193 0.1751 0.0888
H -2.2360 7.8010 -2.9230 0.7277 -0.3700 0.2405
H 3.1329 -2.7167 4.1693 -0.3320 -0.0541 -0.5010
H 3.7403 4.1959 -4.8061 1.3080 0.3422 0.4144
H 6.5119 -1.9964 -1.7546 0.4227 -0.1254 -1.3889
H 5.3146 -1.1756 1.8978 0.0082 0.1594 0.5182
H 3.7425 1.3680 -6.5711 0.4312 -0.2382 -0.5978
H 2.5735 1.5605 3.6939 0.9526 0.1892 0.7197
H -9.6898 2.2944 1.9797 0.4287 -0.1564 -0.6015
H -3.4298 5.4033 -0.4664 0.3424 0.1573 -0.2826
H -3.1517 -0.9009 2.4751 -0.3204 0.0234 -0.1813
H -1.9575 -7.3100 -2.9664 -1.2183 -0.1135 -0.9380
H -0.7202 -5.9432 6.1633 0.1157 -0.2361 -0.2344
H 1.3097 -6.2807 -1.2801 0.1450 -1.1794 -0.2675
H 1.4578 -3.4749 7.5099 0.5888 -0.1982 -0.4467
H -0.6223 3.5747 -4.4887 0.2456 0.5176 0.7441
H -5.1067 -4.4107 0.4220 0.4254 -0.5039 0.3712
H 7.7959 -0.3339 -0.5012 -0.5315 -0.2383 -0.0877
H 8.1080 2.7515 4.6917 0.3352 -1.0040 -0.5726
H 0.8555 -4.3188 3.3600 0.2098 -0.0353 -0.5893
H 6.2926 1.8253 6.1357 0.4326 0.2235 0.2195
H 2.1860 0.7571 -1.0200 -0.6167 -0.0106 0.4213
H 8.9902 0.8849 -0.6113 0.1065 -0.0610 -0.1651
H -2.9102 -1.3248 -1.7496 0.6760 0.1621 -0.1290
H -2.2947 5.5941 7.0696 -1.0299 0.0071 0.3514
H 4.7963 3.5988 1.3813 -0.0955 -0.0143 0.3288
H -7.5894 -1.2089 5.0219 -0.2294 0.2832 0.2757
H -2.8758 -5.5088 -2.0234 -0.6633 0.0698 -0.4781
H -2.6022 -5.7707 0.7737 -0.2846 0.1933 -0.0098
H 1.3432 -1.6665 -4.6456 -0.5500 0.2996 0.1731
H -2.2535 -9.3177 -1.6201 -0.2188 0.1723 0.2009
H -7.4813 0.0701 6.2284 0.5586 0.1307 1.4889
H -7.5247 -0.5436 0.3083 -0.2033 0.4352 0.5356
H -2.3145 1.4091 -0.7965 -0.9439 0.2731 0.3209
H -1.6636 4.1483 -0.8885 -0.3928 -0.0504 0.2726
H 0.0312 0.4152 -12.0810 0.5228 -0.5775 -0.1543
H 4.3085 0.6168 -3.3076 0.1042 0.2001 -0.1132
H 0.9311 -8.4356 -0.1779 0.0313 -0.2174 0.5997
H -8.9043 -1.4239 2.4277 -0.6054 1.2746 0.0450
H -0.3011 -3.1453 2.8488 -0.9798 0.0352 -0.3643
H 3.6715 2.5858 4.8064 -0.6013 -0.4927 -0.3014
H -0.5826 7.0646 -2.7313 0.6827 0.1435 -0.5501
H -4.5787 1.0954 -1.6573 -0.2567 0.1206 -0.1906
H 0.6556 4.2435 6.5530 -0.7190 -0.1593 0.5777
H 4.3808 2.2783 -5.1411 -0.7799 -0.0867 -0.7010
H 9.3248 2.2954 -2.8446 0.6689 -0.4547 -0.7990
H 8.7900 -0.3257 -3.7503 -0.2265 0.1323 -0.1471
H -3.9770 -2.8053 3.5310 -0.0034 0.6459 0.5656
H -7.4676 2.3822 5.5520 0.1050 -0.1334 -0.9540
H -4.7212 -6.5198 3.2945 0.3377 1.0887 0.1269
H -5.7897 -4.3271 2.6903 0.1469 0.6507 -0.2531
H -3.3178 4.1679 -4.3999 -0.1639 -0.0846 -0.5112
H -1.4482 -5.1604 4.7796 0.1199 0.4507 0.2039
H 1.2292 -5.2181 7.1526 0.2955 0.5611 -0.0622
H -8.8864 3.5123 3.7990 -0.2673 -0.5827 0.4785
H -2.0778 -1.6854 -3.2957 0.4005 -0.2722 0.3445
H 4.8866 -1.4618 -4.9912 -0.0874 -0.3988 0.2289
H -4.0958 0.9343 -4.4919 -0.6558 0.6366 0.8713
H 5.2452 0.6022 5.6392 0.5319 -0.3735 0.0375
H 1.3658 5.3006 1.8606 -0.0210 -0.8484 -0.7407
H -2.1354 -4.0248 6.9359 -0.4936 0.4427 -0.3358
H 2.0955 -1.4808 -1.2747 -1.6847 0.0082 0.3485
H -0.6274 8.6116 -1.1622 -0.1578 0.2542 0.2029
H -4.9890 1.1460 3.9509 0.8326 0.5524 0.5862
H 2.6375 -1.9750 5.6379 -0.1972 -0.9213 0.0147
H -0.5685 -9.2052 -3.3841 -0.2235 -0.2846 -0.1372
H -1.6396 -0.7560 -11.2378 -0.0526 0.5404 -0.5162
H -3.9638 6.7739 -1.4603 0.6431 -0.3139 0.1327
H 7.6138 -2.1967 -3.2720 -0.0208 0.3081 0.6630
H 0.0875 -0.8533 3.4772 0.5680 0.2984 -0.3202
H 6.4627 -1.1446 -5.7106 -0.4390 0.6913 1.2919
H 1.6907 5.8743 -3.6560 -0.3921 -1.0310 0.6349
H -1.1473 6.4796 5.3493 0.7437 -0.7779 0.3075
H -0.9858 1.2029 -7.0173 1.2256 -0.2048 -0.1092
H 1.1552 2.1479 -0.9741 -0.2774 0.2183 -0.0152
H 2.6685 -2.3619 -5.4554 0.1966 -0.2033 0.2356
H -3.4740 4.6140 -2.7573 -0.2556 -0.2029 0.1705
H 2.4696 5.0623 -5.8306 0.6358 -0.6890 0.8481
H 8.7860 1.0984 4.7088 0.2749 -0.5882 0.5650
H 0.9194 6.5453 7.5985 -0.1925 0.3946 0.1973
H 8.5981 2.7966 -1.3618 -0.3483 0.3165 -0.7869
H 1.3239 -2.8894 2.2712 -0.3379 -0.7002 1.1804
H -1.9533 -2.0237 5.2673 0.5352 -0.0014 0.1699
H 0.8317 -1.6899 -10.0033 0.1683 0.6195 -0.1798
```
Forces are in eV/Å.